(1)
45
Properties=species:S:1:pos:R:3 method="wB97M-V/def2-TZVPD" max_force_ha_per_bohr=0.106 gap_ev=9.8 homo_ha=-0.3410
O 2.59406 2.88603 2.68219
S 2.94873 3.39359 1.26466
O 2.24365 4.97653 1.12319
O 2.19598 2.49812 0.02591
C 1.77310 1.16187 0.47152
C 0.28941 1.16032 1.24223
C -0.79165 2.19428 0.56703
C -2.06820 2.52967 1.58794
F -2.75211 1.23299 1.92287
F -1.48202 3.20313 2.78908
C -3.21725 3.49276 0.85260
F -3.74921 4.54928 1.76677
F -2.56858 4.14367 -0.33818
F -4.40155 2.68948 0.37397
H 1.54585 4.93310 0.37751
H 2.58892 0.56190 1.07307
H 1.58624 0.52803 -0.52234
H -0.07573 0.03163 1.27602
H 0.41260 1.48346 2.37999
H -0.27714 3.25382 0.37483
H -1.15138 1.70733 -0.44714
C -2.69095 -2.30845 0.00094
O -1.55103 -1.86848 0.08221
N -3.34627 -3.01601 0.98569
C -4.69922 -3.50489 0.81352
C -2.66245 -3.28101 2.23450
H -3.30205 -2.16398 -0.90558
H -5.33543 -3.06596 1.58735
H -4.69764 -4.59401 0.91386
H -5.09319 -3.23570 -0.17034
H -2.38562 -2.32900 2.69765
H -1.75086 -3.84991 2.02733
H -3.30389 -3.84846 2.91427
C 2.69817 -1.49436 -1.76694
O 1.64786 -0.86802 -1.70262
N 3.67180 -1.32494 -2.72775
C 4.89125 -2.10723 -2.73632
C 3.47200 -0.33316 -3.76401
H 2.95184 -2.27314 -1.02852
H 5.74656 -1.43055 -2.65408
H 4.95031 -2.66065 -3.67786
H 4.91157 -2.81436 -1.90252
H 3.35143 0.64943 -3.29771
H 2.55895 -0.57491 -4.31671
H 4.32313 -0.31323 -4.45008

---

(2)
58
Properties=species:S:1:pos:R:3 method="wB97M-V/def2-TZVPD" max_force_ha_per_bohr=0.058 gap_ev=10.3 homo_ha=-0.3706 de_lowest_kj_mol=143.9
C -7.48461 -12.30528 -6.73358
O -8.78765 -11.92669 -6.19957
P -8.96200 -10.35303 -5.80126
O -7.75409 -9.69671 -5.21998
O -9.53333 -9.68375 -7.22513
C -8.60539 -9.20015 -8.19242
O -10.24013 -10.41896 -4.79746
C -10.13086 -11.21535 -3.59318
H -6.66358 -11.68899 -6.36727
H -7.43611 -12.20045 -7.81745
H -7.27004 -13.35635 -6.54042
H -8.63257 -9.75293 -9.13147
H -7.55124 -9.13131 -7.92384
H -8.91902 -8.18562 -8.43833
H -9.09993 -11.54864 -3.47396
H -10.75910 -12.10317 -3.66512
H -10.42654 -10.64572 -2.71218
C -8.64149 -15.31902 -9.17076
O -8.62131 -16.74992 -9.09800
P -7.81891 -17.55406 -10.22675
O -7.97789 -19.03362 -10.15803
O -6.33858 -16.95013 -10.11338
C -5.24986 -17.39666 -10.83132
O -8.38458 -16.87783 -11.59084
C -9.58202 -17.36390 -12.20628
H -9.33602 -15.04511 -9.96494
H -7.64689 -14.88637 -9.27877
H -8.92536 -14.76246 -8.27758
H -5.42502 -18.18457 -11.56387
H -4.46813 -17.54712 -10.08677
H -4.76719 -16.58778 -11.37981
H -10.53479 -16.96300 -11.86044
H -9.68013 -18.44362 -12.09368
H -9.46813 -17.14419 -13.26781
Br -15.84340 -12.35681 -12.43920
C -14.89673 -13.37563 -10.99800
C -13.48518 -13.74351 -11.49582
Br -12.59171 -14.97472 -10.18029
H -15.39319 -14.30937 -10.73389
H -14.83403 -12.75005 -10.10760
H -12.99128 -12.77571 -11.58267
H -13.50752 -14.22475 -12.47357
Br -13.12970 -10.24032 -2.60331
C -14.49176 -9.51596 -3.86652
C -14.22618 -10.17719 -5.20725
Br -15.41529 -9.15682 -6.43206
H -14.39497 -8.43115 -3.82260
H -15.45367 -9.73725 -3.40408
H -14.46313 -11.24106 -5.19576
H -13.26089 -10.00548 -5.68351
Br -12.58923 -11.27797 -8.81875
C -11.24897 -12.47032 -7.96667
C -11.67371 -12.81405 -6.49011
Br -13.12401 -14.13388 -6.53694
H -10.26258 -12.00823 -7.92665
H -10.99897 -13.34385 -8.56878
H -12.09731 -11.99403 -5.91026
H -10.91163 -13.22654 -5.82892

---

(3)
11
Properties=species:S:1:pos:R:3 method="wB97M-V/def2-TZVPD" max_force_ha_per_bohr=0.130 gap_ev="7.3 / 7.3" charge=+1 homo_ha="-0.5392 / -0.5392" de_lowest_kj_mol=254.6
C -2.67476 -0.16172 0.01047
C 2.80475 0.23606 0.02229
O -1.38902 0.28911 0.02627
O 1.40562 0.04414 0.08476
P 0.33888 -1.00857 0.00816
H -2.78060 -1.24429 -0.08258
H -3.18435 0.30411 -0.84363
H -3.17495 0.16080 0.93340
H 3.34254 -0.71186 0.02326
H 3.02604 0.79681 -0.88913
H 3.10319 0.84106 0.88066

---

(4)
25
Properties=species:S:1:pos:R:3 method="wB97M-V/def2-TZVPD" max_force_ha_per_bohr=0.052 gap_ev="8.2 / 8.2" homo_ha="-0.2747 / -0.2747" de_lowest_kj_mol=475.4
C -0.31783 -2.03749 -0.39874
C -1.13795 1.12373 -0.97143
C -1.02299 0.44248 1.35137
C -0.04143 -2.83497 0.86826
N -0.28919 0.65867 0.11627
H -0.13427 -2.65469 -1.28477
H -1.36516 -1.72024 -0.44239
H -2.09071 0.59628 -0.96600
H -1.32848 2.19528 -0.89709
H -0.62698 0.88585 -1.90873
H -0.34608 0.02788 2.09531
H -1.43786 1.38628 1.72477
H -1.85103 -0.24740 1.19690
H -0.65146 -3.73939 0.88410
H -0.26171 -2.26064 1.76417
H 1.00840 -3.11855 0.90484
C 0.89673 1.63268 0.39235
C 1.76086 1.87073 -0.80382
N 0.59262 -0.87895 -0.49459
O 0.87492 -0.58567 -1.72053
H 0.43718 2.55620 0.77628
H 1.45375 1.12862 1.18157
H 1.74824 0.83459 -1.39586
H 1.35394 2.62774 -1.46855
H 2.77648 2.11098 -0.50367

---

(5)
33
Properties=species:S:1:pos:R:3 method="wB97M-V/def2-TZVPD" max_force_ha_per_bohr=0.070 gap_ev="4.3 / 4.3" multiplicity=2 charge=-1 s_squared=0.7577 homo_ha="-0.3836 / -0.3836" de_lowest_kj_mol=0.0
In 0.16860 0.48343 0.51409
N 3.91054 -0.99715 1.22235
O 2.85660 -0.70681 0.73598
O 4.83188 -1.26247 0.53020
O 4.06251 -1.22539 2.40947
P -3.16780 1.92006 -0.12805
F -4.17731 2.47356 1.04700
F -2.70069 0.80888 0.98003
F -4.41858 0.95534 -0.56519
F -2.27172 1.25426 -1.33049
F -3.55814 3.04068 -1.18017
F -1.79270 2.76486 0.28457
P -0.37233 -2.09343 3.15354
F 0.67412 -3.30443 3.34924
F -0.48349 -1.55314 4.58981
F 0.85837 -1.02314 3.19414
F -1.39615 -1.00517 2.51206
F -0.13394 -2.23564 1.57506
F -1.53489 -3.21424 3.41523
P 1.87478 2.84947 -1.78961
F 1.43342 4.10829 -2.74969
F 0.76821 1.74439 -2.42306
F 2.98522 2.31888 -2.84325
F 2.29865 1.61489 -0.82222
F 2.97894 3.71923 -1.01133
F 0.64383 3.15135 -0.67887
P -0.62858 -2.13197 -2.05055
F -1.38668 -1.55164 -0.69488
F -1.21895 -3.64735 -1.58643
F -1.93205 -1.80935 -2.96573
F 0.29252 -2.68441 -3.28798
F -0.14388 -0.57130 -2.34187
F 0.67963 -2.19051 -1.06335

---

(6)
30
Properties=species:S:1:pos:R:3 method="wB97M-V/def2-TZVPD" max_force_ha_per_bohr=0.068 gap_ev=10.3 charge=+1 homo_ha=-0.4632 de_lowest_kj_mol=2.6
C -2.16051 -1.66731 -0.26055
C 0.06160 -1.01421 -0.20329
C -0.36650 0.49972 -0.54271
C -1.68138 0.79505 0.33100
C 3.28627 -0.61736 0.10599
N -0.94065 -1.94641 -0.41703
N -2.70788 -0.47770 0.06009
N 0.75565 1.38521 -0.13708
N -1.27796 0.86822 1.66907
N -2.32849 2.04303 -0.03967
N 4.49442 -1.14615 0.39094
N -0.62988 0.73857 -1.90930
O 0.64279 -1.27505 1.06915
O 2.95949 0.45048 0.59625
H -2.99339 -2.35011 -0.49477
H 0.91294 -1.20710 -0.98686
H 2.58756 -1.07893 -0.54012
H -3.67957 -0.34828 0.37939
H 1.05795 1.81221 -1.05926
H 0.52483 2.19996 0.49690
H -2.04448 0.70534 2.30136
H -0.49792 0.13621 1.71783
H -3.18104 2.39484 0.30495
H -2.49736 2.12428 -0.99402
H 5.22196 -0.80447 1.02783
H 4.67634 -2.00945 -0.09279
H -1.53285 1.22588 -1.89834
H -0.55682 -0.11066 -2.48491
H 0.30025 -2.20676 1.22414
H 1.59460 0.88095 0.38582

---

(7)
7
Properties=species:S:1:pos:R:3 method="wB97M-V/def2-TZVPD" max_force_ha_per_bohr=0.125 gap_ev=8.7 charge=-1 homo_ha=-0.1733 de_lowest_kj_mol=201.4
N 1.28523 0.12590 0.20605
O -1.65398 0.79328 -0.23066
O 1.38150 0.24193 1.29659
O -1.22695 -1.44055 0.74557
F 0.54671 1.54370 -0.50848
F 0.33716 -0.99177 -1.46740
S -0.66967 -0.27249 -0.04168

---

(8)
32
Properties=species:S:1:pos:R:3 method="wB97M-V/def2-TZVPD" max_force_ha_per_bohr=0.062 gap_ev=3.2 charge=+1 homo_ha=-0.4431 de_lowest_kj_mol=817.1
Zn -1.39231 0.94750 0.13098
I -2.99544 5.10739 1.21051
C 5.24069 1.92560 2.07003
C 4.10997 0.81525 1.99680
O 2.82948 1.30988 2.20512
O 5.54208 2.31112 3.40568
H 5.01846 2.76959 1.41702
H 6.13136 1.51759 1.59217
H 4.45132 0.02040 2.65997
H 4.11068 0.44107 0.97304
H 2.90714 1.60068 3.11671
H 4.73052 2.62653 3.81001
C -1.79146 -3.31495 2.40464
C -1.57813 -3.84914 0.97883
O -0.69912 -2.96125 0.30188
O -2.22924 -1.97286 2.36430
H -0.87921 -3.23708 2.99610
H -2.39144 -4.02763 2.97051
H -2.56831 -3.80273 0.52553
H -1.31589 -4.90204 1.08241
H -0.34648 -3.38739 -0.48275
H -2.88000 -1.86927 3.06244
C -3.20413 1.27309 -4.21821
C -1.68967 1.07083 -4.56061
O -0.89136 1.53919 -3.45702
O -3.36821 0.59734 -2.96983
H -3.91864 0.85017 -4.92439
H -3.44804 2.32175 -4.04815
H -1.52745 1.69050 -5.44255
H -1.51169 -0.00449 -4.55031
H -0.12601 2.02281 -3.77631
H -4.31962 0.57042 -2.84458